Record 1
ORCA calculation (the ωB97M-V functional and the def2-TZVPD basis) on a cluster of 2 separate species, C3HO3 in total at a distorted geometry.

Cartesian coordinates (Å):
C -0.15479 0.60543 0.01431
C 0.53722 1.59405 0.01718
C -0.11448 -1.16403 0.10348
O 0.32438 -1.42597 1.18021
O -1.98017 -0.20747 0.06167
O 0.06287 -1.51340 -1.03024
H 1.32497 2.11140 -0.34662

Values from the calculation:
Orbital gap (spin up / spin down) (eV): 8.5 / 8.4
E_HOMO (spin up / spin down) (eV): -5.29 / -5.15
Total charge: -1
ΔE to the lowest compared entry with this formula, charge and spin (kcal per mole): 156.8
E_tot (Ha): -340.43272

=====

Record 2
ORCA calculation (the ωB97M-V functional and the def2-TZVPD basis) on a structure of composition C3H6N3O at a distorted geometry.

Cartesian coordinates (Å):
C -0.13488 0.65859 -0.07093
C -1.01091 -1.00477 0.42949
C 0.95959 0.07590 -0.86590
N -1.24878 -1.86291 -0.63069
N 0.66961 -1.06204 -1.74682
N -0.32688 -1.89760 -1.62388
O -0.55736 -2.71689 -2.55781
H -0.88959 1.26035 -0.65522
H -0.08741 0.92612 1.00008
H -0.21484 -1.45834 1.16731
H -2.03616 -0.56859 0.80138
H 1.14018 0.85707 -1.54571
H 1.79064 -0.22167 -0.01393

Values from the calculation:
Orbital gap (eV): 7.4
E_HOMO (eV): -3.13
Total charge: -1
ΔE to the lowest compared entry with this formula, charge and spin (kcal per mole): 42.4
E_tot (Ha): -357.24672

=====

Record 3
ORCA calculation (the ωB97M-V functional and the def2-TZVPD basis) on a structure of composition C15H31F5OP2RuTe at a distorted geometry.

Cartesian coordinates (Å):
P 0.05954 2.00944 0.82946
P 1.32681 -0.24572 -1.72579
C 1.76513 2.09152 -0.07598
C 1.72441 1.61654 -1.53177
H 2.47859 1.44052 0.48145
H 2.16662 3.13059 -0.10735
H 1.02835 2.17593 -2.19391
H 2.71442 1.66398 -2.00236
C 3.13498 -0.55988 -2.05627
H 3.41312 -1.61196 -1.93161
H 3.70881 0.03805 -1.34038
H 3.33989 -0.21578 -3.08349
C 0.76176 -0.34048 -3.50553
H 1.58550 -0.07380 -4.17911
H -0.05140 0.36984 -3.72992
H 0.42191 -1.33641 -3.84545
C 0.60861 2.63685 2.44062
H -0.29969 2.71607 3.05133
H 1.06546 3.63177 2.30890
H 1.34442 1.96835 2.89795
C -0.98433 3.23396 -0.00629
H -1.20812 2.93285 -1.04962
H -0.53614 4.21681 0.01352
H -1.94919 3.19829 0.56426
Ru -2.18705 1.34796 0.03126
C 1.06885 -2.45313 -1.34345
C 1.53426 -2.69750 -0.05565
C 2.25459 -1.72988 0.79384
C 1.32584 -0.90893 1.66554
C 0.26234 -0.06972 1.06555
C -0.05661 -0.15948 -0.53846
C -0.99000 -1.02915 -1.30675
C -0.44815 -2.42980 -1.46657
C -2.92892 1.89267 1.84176
H 1.65983 -2.96436 -2.11469
H 1.15709 -3.60022 0.47179
H 3.04960 -1.15989 0.28142
H 2.84771 -2.40472 1.48375
H 0.81198 -1.62234 2.28827
H 1.88632 -0.32376 2.37584
H -0.60358 -0.03933 1.76181
H -0.32653 0.88993 -1.07706
H -0.94080 -0.58994 -2.34244
H -2.10437 -0.97662 -1.17231
H -0.89159 -3.04893 -0.68498
H -0.74351 -2.78477 -2.44794
H -3.93456 1.65181 1.56101
H -2.85614 2.94210 2.11729
H -2.67722 1.25376 2.64787
F -4.65750 -1.04654 3.15341
Te -3.38954 -1.86182 1.98272
F -1.92489 -1.33132 3.13010
F -3.60902 -3.50079 2.96106
F -2.14227 -2.89463 0.97712
F -4.81861 -2.56895 0.93829
O -3.24703 -0.46905 0.79793

Values from the calculation:
Orbital gap (spin up / spin down) (eV): 5.7 / 6.0
E_HOMO (spin up / spin down) (eV): -14.27 / -14.83
Total charge: +2
ΔE to the lowest compared entry with this formula, charge and spin (kcal per mole): 146.9
Multiplicity: 5
E_tot (Ha): -2209.26435

=====

Record 4
ORCA calculation (the ωB97M-V functional and the def2-TZVPD basis) on a cluster of 2 separate species, C8H9N3S in total at a distorted geometry.

Cartesian coordinates (Å):
C 0.01162 0.59116 2.50448
C 1.39094 1.01999 2.56883
C -0.67310 0.23577 1.27546
C 2.11444 1.12111 1.33748
C 0.08509 0.45657 0.12088
C 1.41890 0.86874 0.16705
C 0.89814 0.54226 -1.92471
C -0.27989 0.34382 -1.20853
N 1.89850 0.99586 -1.12093
N -3.19568 -2.46364 -0.50194
N -2.18143 -3.11594 -0.61203
S -1.80977 0.00512 -1.99358
H -0.45911 0.43136 3.47417
H 1.87378 1.27069 3.52919
H -1.68735 -0.24681 1.57726
H 3.19240 1.34331 1.24072
H 1.02382 0.54861 -2.98759
H 2.85158 1.17963 -1.27371
H -3.57858 -2.01534 -1.37193
H -1.70175 -3.13425 -1.59082
H -1.19255 0.02196 -3.20973

Values from the calculation:
Orbital gap (eV): 8.1
E_HOMO (eV): -7.57
SMILES string: Sc1c[nH]c2ccccc12.[H]/N=N\[H]
ΔE to the lowest compared entry with this formula, charge and spin (kcal per mole): 62.9
E_tot (Ha): -872.59978

=====

Record 5
ORCA calculation (the ωB97M-V functional and the def2-TZVPD basis) on a structure of composition C18H17KN6S5Sb.

Cartesian coordinates (Å):
K -0.73852 0.00320 0.56836
C -2.38029 -4.37820 3.19563
S -2.88101 -4.51263 1.46868
C -1.80566 -3.27649 0.68673
S -2.48483 -2.34068 -0.58944
N -0.62465 -3.31437 1.19840
N 0.23701 -2.29804 0.83533
C 1.49176 -2.61714 0.85024
C 2.52040 -1.67749 0.55371
C 3.82577 -2.16702 0.34273
C 4.80227 -1.38162 -0.20678
C 4.44666 -0.04780 -0.55401
C 3.20824 0.41120 -0.22831
N 2.22099 -0.32294 0.36553
H -2.94724 -5.12446 3.75478
H -2.60843 -3.38724 3.58640
H -1.31446 -4.56364 3.30220
H 1.78427 -3.65481 1.02603
H 4.02042 -3.20577 0.58821
H 5.80328 -1.75996 -0.37048
H 5.15501 0.62887 -1.01343
H 2.93509 1.44783 -0.40584
S 4.07683 1.18626 3.03915
Sb 1.93571 1.16262 2.34686
S 1.08982 2.93220 1.16544
S 0.33369 0.20373 3.63244
N -1.89376 -0.05382 -3.57723
C -2.11486 1.16485 -2.95351
C -3.21236 1.94429 -3.36243
C -3.42874 3.15709 -2.74190
C -2.56194 3.58661 -1.74149
C -1.51723 2.74103 -1.41257
N -1.29979 1.56132 -1.98576
C -0.83087 -0.95285 -3.37611
C -1.06486 -2.31045 -3.61786
C -0.03400 -3.19698 -3.39686
C 1.18909 -2.71666 -2.94592
C 1.32608 -1.35304 -2.77307
N 0.34761 -0.47646 -3.00840
H -2.70486 -0.45952 -4.00726
H -3.86788 1.59256 -4.14987
H -4.27473 3.76613 -3.04033
H -2.69900 4.52344 -1.22052
H -0.81146 2.99441 -0.62584
H -2.05335 -2.65836 -3.88809
H -0.19906 -4.25940 -3.52573
H 2.01064 -3.37832 -2.70796
H 2.26110 -0.93033 -2.42285

Values from the calculation:
Orbital gap (spin up / spin down) (eV): 4.0 / 6.1
E_HOMO (spin up / spin down) (eV): 0.11 / -1.96
Total charge: -2
ΔE to the lowest compared entry with this formula, charge and spin (kcal per mole): 14.0
Multiplicity: 2
E_tot (Ha): -3855.89632

=====

Record 6
ORCA calculation (the ωB97M-V functional and the def2-TZVPD basis) on a cluster of 3 separate species, C5H14O3 in total at a distorted geometry.

Cartesian coordinates (Å):
C -0.16403 -0.25073 0.03622
C 1.89732 0.29538 0.57109
C -0.91599 0.49471 1.10744
C -0.35981 0.25353 -1.36969
C 2.25750 1.49011 -0.29013
O -0.00739 -1.56153 0.17115
H -1.53092 -2.33761 0.47746
H 2.70449 -0.45416 0.52606
H 1.74902 0.55624 1.61618
H -0.32281 1.33782 -1.44775
H -1.98041 0.36514 0.89803
H -0.70460 0.07214 2.08750
H -0.68918 1.56106 1.09553
H 0.35349 -0.20913 -2.04889
H -1.35646 -0.08930 -1.65559
H 1.48786 2.25940 -0.23477
H 3.18776 1.94796 0.05534
H 2.38507 1.21045 -1.33547
O -2.49412 -2.53303 0.58403
O -3.06738 -1.54363 -0.30965
H -3.63112 -2.10226 -0.86139
H 1.20171 -0.76255 0.32729

Values from the calculation:
Orbital gap (eV): 9.9
E_HOMO (eV): -9.14
SMILES string: CC(C)=O.CC.OO
ΔE to the lowest compared entry with this formula, charge and spin (kcal per mole): 123.8
E_tot (Ha): -424.40901

=====

Record 7
ORCA calculation (the ωB97M-V functional and the def2-TZVPD basis) on a structure of composition C10H10O at a distorted geometry.

Cartesian coordinates (Å):
C 2.46219 -1.24184 0.25592
C 1.27228 -2.01311 0.10106
C 2.49813 0.13553 0.27562
C 0.09466 -1.30419 0.23555
C 0.25205 -0.14391 0.94764
C 1.25736 0.70917 0.55446
C -1.15400 -1.25206 -0.47981
C -1.04096 0.26256 -1.06613
C -0.78594 1.18458 0.07136
C -1.84463 2.00059 0.74433
O 0.55951 1.81677 0.14860
H 3.35423 -1.66259 0.04665
H 1.50404 -3.05678 -0.25057
H 3.32568 0.65620 0.05940
H -1.08941 -2.07885 -1.24292
H -1.98983 -1.35370 0.23985
H -0.06666 0.17366 -1.65657
H -2.00798 0.57782 -1.54246
H -2.46096 2.51956 -0.11604
H -1.51970 2.72774 1.55190
H -2.62008 1.34285 1.12218

Values from the calculation:
Orbital gap (eV): 9.0
E_HOMO (eV): -8.33
ΔE to the lowest compared entry with this formula, charge and spin (kcal per mole): 133.9
E_tot (Ha): -462.09563

=====

Record 8
ORCA calculation (the ωB97M-V functional and the def2-TZVPD basis) on an isolated molecule of C6H13P at a distorted geometry.

Cartesian coordinates (Å):
C 0.95802 -3.08244 0.48418
C 0.40181 1.45940 1.01901
C 0.47642 1.00029 -1.46709
C -1.91515 -0.25536 -0.26332
C 0.57109 0.37593 -0.04127
C -0.44256 -0.80587 0.23079
P -0.00038 -2.36259 -0.67151
H 1.45546 -4.07813 0.34408
H 0.90200 -2.41064 1.44278
H -0.61456 1.82564 0.91067
H 1.16066 2.21522 0.90033
H 0.45891 0.87129 1.90461
H -0.37799 1.57670 -1.63713
H 0.39458 0.11477 -2.24166
H 1.26861 1.57175 -1.71431
H -1.91855 -0.01695 -1.25939
H -2.11145 0.72779 0.28529
H -2.56002 -1.00533 -0.13070
H 1.61350 0.09336 0.22551
H -0.54119 -1.12386 1.21236

Values from the calculation:
Orbital gap (eV): 9.7
E_HOMO (eV): -9.27
SMILES string: C=P[C@H](C)C(C)C
ΔE to the lowest compared entry with this formula, charge and spin (kcal per mole): 45.2
E_tot (Ha): -577.66368

=====

Record 9
ORCA calculation (the ωB97M-V functional and the def2-TZVPD basis) on an isolated molecule of C9H8N4 at a distorted geometry.

Cartesian coordinates (Å):
C -2.61441 -0.55201 0.03922
C -3.11128 0.72227 0.06484
C -2.16393 1.69586 -0.05341
C -0.43925 0.22076 -0.06313
C 1.08848 0.02766 -0.02945
C 1.68410 -1.25752 -0.07120
C 3.06932 -1.34051 -0.03798
C 3.27070 0.92796 0.07952
C 1.90899 1.11353 0.02845
H -4.39518 -1.44788 0.25257
H -3.06029 -2.53159 0.24214
H -4.22643 0.82781 -0.00361
H -2.45552 2.72612 -0.25855
H 0.98064 -2.09721 -0.10876
H 3.61864 -2.25859 -0.09442
H 3.96319 1.75446 0.20196
H 1.44562 2.10679 0.02792
N -3.44961 -1.60926 0.05568
N -0.84972 1.50450 -0.00690
N -1.28539 -0.82703 -0.11436
N 3.86658 -0.27220 0.06553

Values from the calculation:
Orbital gap (eV): 9.4
E_HOMO (eV): -9.17
SMILES string: Nc1ccnc(-c2ccncc2)n1
ΔE to the lowest compared entry with this formula, charge and spin (kcal per mole): 8.4
E_tot (Ha): -566.79847

=====

Record 10
ORCA calculation (the ωB97M-V functional and the def2-TZVPD basis) on a structure of composition C6H17F9HfO15S3 at a distorted geometry.

Cartesian coordinates (Å):
Hf -0.07838 -0.07957 0.20741
C 4.76649 0.96050 -0.64859
F 5.01593 -0.38638 -0.78893
F 4.80777 1.31331 0.71084
F 5.79361 1.63298 -1.31539
S 3.09904 1.47473 -1.39545
O 2.99209 2.89569 -1.05908
O 3.26649 1.27347 -2.82194
O 1.95873 0.74242 -0.81418
C 0.17141 -2.65699 -3.82513
F 1.46926 -3.06148 -3.85895
F -0.37458 -3.06850 -4.98731
F -0.50403 -3.34590 -2.87483
S 0.00801 -0.68131 -3.48695
O -1.40872 -0.42661 -3.76401
O 0.25337 -0.54351 -2.02926
O 0.94820 0.02628 -4.41817
C -0.74036 4.61587 -1.33840
F -1.30196 5.41355 -2.29557
F 0.53297 5.02871 -1.13873
F -1.46772 4.56022 -0.21247
S -0.74408 2.79823 -2.09275
O 0.19456 2.67434 -3.20144
O -0.36949 2.02987 -0.86565
O -2.13024 2.51367 -2.43513
C -0.96245 -2.01244 4.67057
C -1.50367 -1.86878 3.22224
C -2.99321 -1.47219 3.21766
O -0.74639 -1.24120 2.22753
H -1.58530 -2.68107 5.26480
H -0.96217 -1.04183 5.16656
H 0.05766 -2.35356 4.84699
H -1.55471 -2.88877 2.84132
H -3.40442 -1.53344 2.21007
H -3.14928 -0.44509 3.54753
H -3.60783 -2.05332 3.90514
O 1.50807 -1.84270 0.35779
H 2.07911 -2.16736 -0.33844
H 1.79420 -2.31219 1.14133
O -2.33893 0.08003 -0.29387
H -2.77361 0.75083 -0.82049
H -2.83807 -0.71894 -0.46338
O -1.07068 -2.33706 -0.59422
H -0.57498 -3.13240 -0.39940
H -1.93115 -2.65226 -0.87075
O 1.46875 0.66677 1.90475
H 1.68472 0.13368 2.66986
H 1.44292 1.56410 2.23701
O -1.13641 1.74291 1.49992
H -1.86593 2.25512 1.15110
H -1.19459 1.85753 2.44845

Values from the calculation:
Orbital gap (spin up / spin down) (eV): 4.2 / 7.8
E_HOMO (spin up / spin down) (eV): -2.54 / -6.22
Total charge: -1
Multiplicity: 2
E_tot (Ha): -3508.93397

=====

Record 11
ORCA calculation (the ωB97M-V functional and the def2-TZVPD basis) on an isolated molecule of C5H10N2 at a distorted geometry.

Cartesian coordinates (Å):
C -0.74214 0.79249 -0.98890
C 0.59563 0.49726 -0.25221
C 0.49495 -0.76529 0.56182
C 1.21234 -1.84749 0.28201
C -0.59542 -0.39091 2.55370
N -0.66626 -0.80256 1.36738
N -0.47004 0.94530 -2.43435
H -1.25020 1.63848 -0.52656
H -1.39778 -0.07026 -0.90697
H 1.44977 0.49055 -0.92036
H 0.69405 1.34576 0.43741
H 2.09362 -1.75077 -0.34210
H 0.96698 -2.88328 0.47482
H -1.44899 -0.11029 3.16370
H 0.37184 -0.08185 2.97388
H 0.05106 1.81064 -2.57133
H -1.35941 1.18221 -2.87193

Values from the calculation:
Orbital gap (eV): 9.7
E_HOMO (eV): -8.69
SMILES string: C=NC(=C)CCN
ΔE to the lowest compared entry with this formula, charge and spin (kcal per mole): 43.3
E_tot (Ha): -305.95488

=====

Record 12
ORCA calculation (the ωB97M-V functional and the def2-TZVPD basis) on an isolated molecule of C4H4N2O3 at a distorted geometry.

Cartesian coordinates (Å):
C 0.31938 0.86873 1.14626
C -0.40977 -1.08195 0.46679
C -0.01032 -0.27110 -0.71955
C -0.08881 -0.68826 -2.02418
H 0.74003 2.86400 1.38934
H 0.44521 1.98206 2.82660
H 0.15727 0.01524 -2.81717
H -0.74735 -2.31966 -1.52632
N 0.70750 1.97788 1.84412
N -0.11785 -0.25078 1.61813
O -0.86463 -2.22090 0.35602
O 0.39559 0.98123 -0.19620
O -0.52625 -1.85650 -2.36383

Values from the calculation:
Orbital gap (eV): 9.5
E_HOMO (eV): -9.09
SMILES string: NC1=NC(=O)/C(=C\O)O1
ΔE to the lowest compared entry with this formula, charge and spin (kcal per mole): 14.2
E_tot (Ha): -490.06124

=====

Which of these has the highest E_tot? C5H10N2

=====

Repeat the twelfth record exactly.
ORCA calculation (the ωB97M-V functional and the def2-TZVPD basis) on an isolated molecule of C4H4N2O3 at a distorted geometry.

Cartesian coordinates (Å):
C 0.31938 0.86873 1.14626
C -0.40977 -1.08195 0.46679
C -0.01032 -0.27110 -0.71955
C -0.08881 -0.68826 -2.02418
H 0.74003 2.86400 1.38934
H 0.44521 1.98206 2.82660
H 0.15727 0.01524 -2.81717
H -0.74735 -2.31966 -1.52632
N 0.70750 1.97788 1.84412
N -0.11785 -0.25078 1.61813
O -0.86463 -2.22090 0.35602
O 0.39559 0.98123 -0.19620
O -0.52625 -1.85650 -2.36383

Values from the calculation:
Orbital gap (eV): 9.5
E_HOMO (eV): -9.09
SMILES string: NC1=NC(=O)/C(=C\O)O1
ΔE to the lowest compared entry with this formula, charge and spin (kcal per mole): 14.2
E_tot (Ha): -490.06124